1.
This record from the Open Molecules 2025 dataset describes a 5-piece molecular cluster, C28H65FINO15S5 overall at a distorted geometry. The level of theory is ωB97M-V with the def2-TZVPD basis set.

Calculated values
SMILES   COCCCCCCCCCCCCN(C[C@@H](C)I)S(=O)(=O)F.CCOS(C)(=O)=O.CCOS(C)(=O)=O.CCOS(C)(=O)=O.CCOS(C)(=O)=O
HOMO   -9.2 eV
Total energy   -4677.63414 Ha

The geometry in XYZ format:
```
116
Properties=species:S:1:pos:R:3:forces:R:3
C -0.452941 -3.066636 1.344028 -0.33 -0.26 0.13
O -1.390277 -3.372629 0.326744 0.08 0.37 0.24
C -1.186542 -2.724673 -0.916590 -0.10 -0.55 -0.29
C -2.529351 -2.299916 -1.485190 0.12 0.40 -0.39
C -2.918536 -0.840748 -1.185823 -0.14 -0.53 0.20
C -2.486265 -0.335145 0.202215 -0.36 0.54 -0.07
C -1.638111 0.940621 0.199280 0.11 -0.73 0.07
C -0.220030 0.825794 -0.367701 -0.02 0.49 -0.06
C -0.092085 1.089798 -1.868645 0.45 0.11 0.17
C 1.345828 1.432609 -2.310436 -0.42 -0.24 -0.36
C 2.144661 0.244138 -2.881159 0.27 -0.09 0.10
C 3.553392 0.066597 -2.310235 -0.12 0.31 0.04
C 3.603129 -0.063148 -0.785912 0.20 0.18 -0.26
C 4.994454 -0.477707 -0.275371 -0.27 0.22 -0.12
N 5.248296 -1.902658 0.016046 -0.54 0.19 -0.41
C 5.162477 -2.811987 -1.153461 0.50 -0.53 0.67
C 3.827020 -3.491309 -1.490892 0.02 0.37 -1.16
C 3.633892 -3.552279 -3.026386 0.23 -0.62 0.41
I 3.797345 -5.536727 -0.810929 -0.29 0.14 0.25
S 4.628441 -2.461333 1.406243 0.28 -0.31 -0.08
O 3.223828 -2.291062 1.532683 -0.25 0.14 0.02
O 5.233212 -3.701769 1.723882 0.06 -0.01 -0.01
F 5.256514 -1.382631 2.344400 0.08 0.10 0.27
H -0.996775 -2.947067 2.281859 -0.08 0.00 0.04
H 0.078618 -2.136051 1.153264 0.17 0.04 -0.10
H 0.245859 -3.887473 1.478390 0.33 -0.04 -0.09
H -0.516236 -1.871088 -0.812482 0.04 0.09 0.06
H -0.709029 -3.425088 -1.612452 0.10 -0.06 0.06
H -2.492272 -2.430808 -2.568582 -0.07 -0.02 -0.08
H -3.295679 -2.983256 -1.128561 0.03 -0.15 0.18
H -4.004439 -0.780762 -1.251874 -0.09 0.11 -0.10
H -2.546050 -0.202796 -1.983131 0.19 0.16 0.04
H -3.395803 -0.066663 0.742342 -0.02 -0.09 0.18
H -2.009472 -1.115461 0.792238 0.06 -0.02 -0.07
H -1.554749 1.267401 1.233421 -0.10 0.17 0.05
H -2.197734 1.703869 -0.339321 0.06 0.25 0.01
H 0.359080 1.615631 0.118783 0.13 0.02 0.04
H 0.261413 -0.108202 -0.072914 0.00 -0.13 0.01
H -0.439567 0.252124 -2.470955 -0.18 -0.09 -0.04
H -0.732335 1.943330 -2.090409 -0.13 0.01 -0.09
H 1.872280 1.914946 -1.491853 0.09 0.04 0.17
H 1.261433 2.181954 -3.095967 0.14 0.13 -0.05
H 1.607807 -0.699554 -2.755590 -0.19 0.00 0.16
H 2.232047 0.389310 -3.957370 0.03 -0.14 -0.12
H 4.047654 -0.784590 -2.776170 -0.09 -0.08 -0.09
H 4.148097 0.939817 -2.593731 0.13 0.03 0.01
H 2.806922 -0.702263 -0.412944 0.00 -0.24 0.10
H 3.408987 0.923608 -0.370162 -0.13 0.06 0.15
H 5.725337 -0.197222 -1.032291 0.17 -0.05 -0.04
H 5.240933 0.103534 0.605673 0.08 -0.13 0.18
H 5.899359 -3.599287 -1.006515 0.15 0.01 0.06
H 5.526470 -2.226954 -1.990158 -0.14 0.13 -0.13
H 2.973668 -2.968136 -1.076312 0.00 -0.08 0.45
H 4.092043 -4.464359 -3.397896 0.12 0.03 -0.22
H 4.133377 -2.730893 -3.528990 -0.21 0.23 -0.05
H 2.578728 -3.615800 -3.274620 -0.10 0.17 -0.07
C 8.689792 -1.669140 -7.063307 0.03 0.06 0.19
C 8.155589 -3.019506 -6.632375 -0.15 0.17 -0.42
O 8.719731 -3.463273 -5.376080 -0.01 0.01 0.07
S 8.148484 -2.819303 -4.045057 0.35 -0.43 0.06
C 8.842818 -3.979273 -2.920211 0.01 -0.04 0.01
O 6.720701 -2.952800 -4.041645 -0.14 0.22 -0.05
O 8.746008 -1.538836 -3.832809 -0.16 0.15 0.03
H 8.349459 -0.875474 -6.399740 -0.02 -0.01 0.00
H 8.346126 -1.443570 -8.072767 -0.01 -0.05 -0.02
H 9.779319 -1.667270 -7.051746 0.00 -0.03 -0.06
H 7.067331 -3.018188 -6.558291 0.01 -0.01 0.12
H 8.436730 -3.789047 -7.347748 0.07 -0.08 0.11
H 8.407246 -4.956239 -3.110151 -0.01 0.00 -0.01
H 8.594172 -3.637952 -1.917303 -0.02 0.04 -0.01
H 9.920379 -3.994065 -3.057452 0.01 0.02 0.00
C -4.396326 5.744519 3.896304 -0.14 -0.11 -0.11
C -3.656534 4.470593 4.250734 0.34 0.37 0.00
O -4.513596 3.305349 4.217534 -0.18 -0.10 -0.03
S -4.868491 2.699807 2.791303 -0.02 -0.03 0.47
C -5.451373 1.136941 3.338598 0.04 -0.09 0.02
O -3.649112 2.546348 2.058802 0.05 0.00 -0.27
O -5.951124 3.440031 2.216130 -0.03 0.02 -0.13
H -4.700458 5.749890 2.850486 0.02 0.00 -0.01
H -3.749505 6.604685 4.070564 0.04 -0.02 0.04
H -5.295068 5.848325 4.504466 0.03 0.03 0.05
H -2.797091 4.307107 3.598575 -0.08 -0.07 -0.01
H -3.287932 4.513616 5.273375 -0.06 -0.13 0.03
H -4.634278 0.599665 3.812478 0.04 0.07 0.00
H -5.808194 0.604031 2.461002 -0.04 0.05 -0.01
H -6.272661 1.296953 4.031185 -0.03 0.00 -0.03
C -10.903183 -1.735388 0.901858 -0.01 0.14 0.14
C -9.883374 -0.991453 0.063887 0.00 -0.45 -0.03
O -10.009100 0.442616 0.181769 0.00 0.12 0.02
S -9.421995 1.125182 1.491904 -0.12 0.26 -0.31
C -9.435461 2.785944 0.919891 -0.03 0.03 -0.04
O -8.069005 0.692032 1.665176 0.10 -0.23 0.14
O -10.355996 0.977754 2.563730 0.04 -0.04 0.13
H -10.715135 -1.604517 1.966409 0.02 0.00 -0.01
H -10.860156 -2.800518 0.673632 0.02 0.00 -0.05
H -11.908421 -1.369246 0.694856 -0.01 -0.03 -0.05
H -8.863724 -1.286420 0.315322 0.01 0.10 0.05
H -10.034936 -1.196296 -0.993804 -0.02 0.15 -0.03
H -8.746187 2.873511 0.085268 0.02 -0.01 0.01
H -9.105560 3.407058 1.749671 0.05 -0.04 0.02
H -10.449506 3.044365 0.627303 -0.01 -0.01 0.01
C 0.558899 1.326085 3.555146 -0.15 0.18 -0.12
C 1.331268 2.088774 4.609623 -0.10 -0.49 0.12
O 1.663056 3.432437 4.186535 -0.03 0.15 -0.03
S 0.508298 4.522196 4.241160 0.42 -0.04 -0.04
C 1.534403 5.940292 4.067260 0.04 0.02 0.01
O -0.081694 4.505109 5.545233 -0.19 -0.02 0.04
O -0.323825 4.398198 3.085361 -0.14 0.03 -0.01
H -0.433126 1.753162 3.407561 -0.01 -0.02 0.01
H 0.442167 0.285075 3.857013 0.06 -0.01 0.04
H 1.077941 1.358499 2.596764 0.04 -0.06 0.02
H 0.786486 2.134126 5.553468 -0.02 0.12 -0.02
H 2.289231 1.611376 4.805116 0.08 0.15 -0.05
H 2.188306 6.007503 4.931826 0.00 -0.01 0.01
H 0.875179 6.803809 4.017233 -0.04 -0.02 0.00
H 2.104688 5.845862 3.147462 -0.01 -0.01 -0.01
```
Positions in Å, forces in eV/Å.

These are the Mulliken partial charges, in e, on atoms 1 to 99: -0.45, -0.46, 0.47, -1.09, -0.88, 0.07, -0.82, 0.98, -0.45, -1.31, -0.77, -0.58, 0.95, -1.77, 0.46, -1.39, 0.41, -1.45, 0.11, 0.92, -0.36, -0.59, -0.27, 0.28, 0.09, 0.29, -0.43, 0.48, 0.35, 0.40, 0.44, 0.38, -0.05, 0.30, -0.31, 0.44, 0.70, -1.09, 0.19, 0.48, 0.59, 0.42, 0.28, 0.43, 0.08, 0.37, -0.53, 0.66, 0.42, 0.49, 0.62, 0.21, 0.28, 0.59, 0.29, 0.24, -0.98, -0.28, -0.30, 1.18, -1.03, -0.54, -0.65, 0.29, 0.39, 0.27, 0.28, 0.28, 0.32, 0.37, 0.39, -1.11, -0.09, -0.38, 1.23, -1.07, -0.52, -0.61, 0.27, 0.41, 0.29, 0.14, 0.31, 0.39, 0.33, 0.39, -0.98, -0.31, -0.30, 1.15, -0.95, -0.53, -0.63, 0.29, 0.39, 0.27, 0.30, 0.27, 0.31

***

2.
This record from the Open Molecules 2025 dataset describes C28H66I2N3O9 as an isolated structure at a distorted geometry. The level of theory is ωB97M-V with the def2-TZVPD basis set.

Calculated values
ΔE to the lowest compared entry with this formula, charge and spin   61.13 kcal per mole
HOMO   -11.7 eV
Total energy   -2542.74779 Ha
Charge   +1

The geometry in XYZ format:
```
108
Properties=species:S:1:pos:R:3:forces:R:3
C 2.990123 -4.287909 3.379911 0.84 -0.48 -1.95
C 3.594557 -3.968690 2.142526 -1.22 0.36 3.28
C 4.242435 -2.485281 2.045494 -2.20 -1.21 -1.09
C 3.088777 -1.472740 2.410131 -1.71 3.21 1.57
C 1.642745 -1.588600 1.994399 2.80 0.19 0.73
N 0.663195 -0.693583 2.376652 -1.61 -2.12 -1.70
C -0.743371 -1.002960 1.901288 -2.01 -1.59 0.71
I -1.343774 -0.097121 -0.020525 0.96 -0.50 1.70
C -1.612507 -1.845094 2.639314 2.76 1.34 -0.84
C -1.091671 -2.480006 4.023313 -0.85 0.56 -0.50
I -3.596107 -2.261764 1.828626 1.58 0.16 1.03
N 0.736983 0.415810 3.102331 5.12 -0.76 0.34
C 2.055973 0.622282 3.491640 0.11 0.86 0.64
C 3.294916 -0.209577 3.255459 -1.59 -1.65 -1.33
N 4.572139 0.211248 3.777079 -2.70 -0.07 -0.15
H 2.700374 -5.368992 3.663899 0.26 2.21 -0.86
H 2.720544 -3.500535 4.164396 0.96 -1.03 -1.11
H 3.580218 -4.693203 1.272080 0.56 0.96 1.31
H 4.489790 -2.327260 0.942920 0.09 0.11 1.57
H 5.147841 -2.446434 2.722429 -1.19 0.34 -0.95
H 1.359082 -2.467924 1.330824 0.02 1.47 1.10
H -1.358206 -1.719479 4.840933 0.31 -1.26 -1.06
H -1.618887 -3.477511 4.219849 0.87 1.54 -0.26
H 0.043740 -2.604420 4.011333 -1.63 0.05 -0.08
H 2.229146 1.594428 4.101432 -0.48 -1.69 -1.18
H 4.984517 -0.467864 4.425699 -0.06 0.22 -0.57
H 4.465099 1.129632 4.245358 0.20 -0.78 -0.31
C -4.571757 0.491667 -3.847539 -0.18 0.08 -0.04
C -3.683361 -0.587885 -4.430702 -0.15 0.18 0.30
O -2.389464 -0.529442 -3.835815 0.42 0.14 0.07
H -4.136257 1.479944 -4.016355 0.00 -0.09 -0.08
H -5.565962 0.463032 -4.297013 0.06 -0.02 0.06
H -4.671301 0.367672 -2.764490 -0.06 -0.08 -0.02
H -3.568672 -0.448603 -5.506162 0.15 -0.06 0.14
H -4.107313 -1.582759 -4.254741 -0.14 -0.01 -0.11
H -2.501409 -0.663474 -2.884243 -0.01 -0.04 -0.29
C 1.249458 -8.565910 2.017274 0.08 -0.05 -0.06
C 1.063058 -7.934205 3.382352 -0.25 -0.16 -0.32
O 1.104011 -6.511531 3.278746 -0.21 -0.06 0.10
H 2.203457 -8.260192 1.580378 -0.02 -0.07 0.10
H 1.225877 -9.655476 2.084755 -0.02 0.06 -0.06
H 0.464095 -8.239523 1.329340 -0.05 -0.11 0.06
H 1.860660 -8.245263 4.059459 -0.06 0.21 0.01
H 0.104341 -8.227626 3.820305 0.09 -0.14 0.05
H 0.390992 -6.242874 2.685755 0.13 -0.05 0.08
C -1.922704 -3.546621 -3.017098 0.26 0.06 -0.08
C -2.565306 -4.687382 -3.778548 -0.19 0.12 0.44
O -3.084047 -5.656140 -2.875132 0.03 -0.17 -0.02
H -1.115141 -3.917346 -2.380191 -0.03 -0.05 -0.09
H -1.517010 -2.799865 -3.702357 -0.05 0.02 0.11
H -2.651150 -3.061659 -2.358945 -0.05 0.05 -0.08
H -1.830120 -5.180474 -4.416758 -0.15 -0.12 0.09
H -3.382759 -4.322314 -4.409676 0.10 0.06 -0.16
H -3.739442 -5.215914 -2.320182 0.08 -0.12 -0.10
C 4.037304 5.672875 4.136127 0.04 -0.02 0.06
C 3.365780 4.547006 3.376534 0.03 0.45 0.10
O 2.834903 3.583880 4.287105 -0.05 -0.43 0.14
H 4.842563 5.284588 4.765006 0.00 0.00 -0.13
H 4.452163 6.413451 3.449638 -0.05 0.01 0.09
H 3.325599 6.170122 4.800685 0.03 0.11 -0.15
H 4.084802 4.039213 2.730382 -0.14 -0.14 0.09
H 2.550589 4.928270 2.753610 0.09 0.02 -0.10
H 2.193239 4.036106 4.850426 0.17 -0.05 -0.01
C -5.677422 1.568841 -8.533725 -0.02 0.16 -0.08
C -5.238052 1.137915 -7.148563 -0.07 -0.23 -0.42
O -5.779104 -0.141312 -6.840561 0.04 -0.09 0.22
H -6.767511 1.609076 -8.594347 0.09 0.05 0.08
H -5.273705 2.552717 -8.783391 -0.02 -0.06 -0.06
H -5.342214 0.850083 -9.286830 0.09 0.08 0.03
H -5.593010 1.846257 -6.397505 -0.02 -0.18 0.03
H -4.145701 1.083144 -7.082873 0.06 0.24 -0.01
H -5.452706 -0.763375 -7.505038 -0.14 -0.04 0.14
C -1.937886 -3.876384 -7.437089 0.11 -0.06 -0.08
C -3.031287 -2.980564 -7.987818 0.11 -0.10 0.38
O -4.282071 -3.292442 -7.383479 -0.23 0.12 -0.09
H -2.174242 -4.927659 -7.618816 0.00 0.10 -0.07
H -0.975833 -3.645717 -7.900333 -0.01 -0.03 0.07
H -1.845076 -3.753089 -6.354383 0.06 0.12 -0.06
H -3.134518 -3.122291 -9.065077 -0.17 0.01 0.11
H -2.803376 -1.925901 -7.798031 0.17 0.03 -0.14
H -4.188482 -3.156001 -6.432242 -0.05 -0.03 -0.15
C -1.170862 4.632429 2.533259 -0.02 0.14 -0.15
C -0.736532 4.186179 3.912507 -0.04 0.00 -0.25
O -1.283992 2.917950 4.217414 -0.04 -0.37 0.17
H -2.260373 4.685676 2.473878 0.09 0.04 0.08
H -0.758337 5.612864 2.283789 -0.01 -0.06 -0.04
H -0.842085 3.909578 1.780355 0.08 0.07 -0.02
H -1.082216 4.893614 4.668508 -0.02 -0.18 0.04
H 0.354422 4.118302 3.974954 0.04 0.22 -0.07
H -0.963761 2.295133 3.549808 -0.10 0.08 0.18
C 0.765621 2.151646 -2.284237 0.09 0.15 0.13
C 1.013573 2.427747 -3.754009 -0.27 -0.32 0.02
O 1.171893 1.206023 -4.464418 0.10 -0.05 -0.03
H 1.596265 1.585357 -1.854521 0.00 0.07 -0.05
H 0.647274 3.083272 -1.725164 -0.05 -0.06 0.03
H -0.134584 1.546048 -2.154069 -0.04 0.13 -0.09
H 1.925118 3.013837 -3.884238 -0.03 -0.15 -0.11
H 0.179668 2.984680 -4.192937 0.05 0.18 0.11
H 0.358179 0.696068 -4.353437 0.10 0.07 -0.10
C 5.708258 8.754583 7.313689 0.13 0.04 -0.04
C 4.276884 9.226076 7.149760 0.16 -0.27 0.22
O 3.483033 8.200114 6.561576 -0.20 -0.10 -0.20
H 6.132943 8.475420 6.346141 -0.04 0.11 0.03
H 6.328419 9.535786 7.758666 0.01 -0.09 0.01
H 5.752385 7.865903 7.950169 0.00 0.10 0.08
H 4.234752 10.099557 6.496915 -0.15 -0.16 -0.03
H 3.842030 9.496641 8.116926 0.09 0.16 -0.01
H 3.516832 7.434419 7.148100 0.00 0.17 -0.06
```
Positions in Å, forces in eV/Å.

These are the Mulliken partial charges, in e, on atoms 1 to 99: -0.36, -0.37, -0.48, -0.37, 0.16, 0.96, -0.72, 0.38, -0.03, -0.66, 0.08, -0.49, -0.33, 0.74, -0.53, 0.18, 0.19, 0.37, 0.32, 0.30, 0.44, 0.27, 0.38, 0.08, 0.04, 0.29, 0.28, -1.38, 0.54, -0.31, 0.29, 0.33, 0.50, -0.08, 0.06, -0.01, -1.06, -0.25, -0.44, 0.26, 0.36, 0.32, 0.31, 0.26, 0.23, -0.76, -0.35, -0.55, 0.33, 0.31, 0.21, 0.27, 0.27, 0.32, -1.06, -0.16, -0.56, 0.28, 0.36, 0.28, 0.33, 0.21, 0.23, -1.27, -0.06, -0.47, 0.31, 0.37, 0.34, 0.29, 0.24, 0.27, -0.72, -0.19, -0.55, 0.28, 0.38, -0.06, 0.37, 0.17, 0.29, -1.03, 0.60, -0.52, 0.31, 0.36, 0.22, 0.38, -0.52, 0.27, -0.44, -0.37, -0.52, 0.27, 0.32, -0.18, 0.33, 0.25, 0.29